Formula: C30H19Br4ClGeO4Pd
Source: the OMol25 dataset
Level of theory: ωB97M-V with the def2-TZVPD basis set

CARTESIAN COORDINATES (ANGSTROEM)
Pd (0.01272, -1.66081, 0.23959)
Br (4.33680, -1.14891, 5.94285)
C (3.63041, -1.37330, 4.24576)
C (4.59432, -1.41212, 3.07996)
Br (6.40501, -1.28533, 3.44937)
C (4.18070, -1.52627, 1.80614)
Br (5.29036, -1.54779, 0.31366)
C (2.74719, -1.63793, 1.53769)
O (2.27664, -1.72442, 0.42402)
C (1.75837, -1.66029, 2.74166)
O (0.58697, -1.83448, 2.48265)
C (2.29982, -1.49214, 4.08853)
Br (1.05010, -1.44853, 5.46588)
Cl (-8.35705, -2.38765, -0.68390)
C (-6.64170, -2.30419, -0.47484)
C (-6.12487, -1.63453, 0.62556)
C (-4.75331, -1.54551, 0.77393)
C (-3.91146, -2.12922, -0.16883)
C (-4.44342, -2.81665, -1.25514)
C (-5.81497, -2.90577, -1.41220)
C (-2.45378, -1.99324, -0.04622)
O (-1.66203, -2.55874, -0.84603)
O (-1.94730, -1.24161, 0.87214)
H (-6.79546, -1.19187, 1.34834)
H (-4.32677, -1.02470, 1.62028)
H (-3.77686, -3.27766, -1.97120)
H (-6.24745, -3.43413, -2.25015)
C (-0.54300, 1.28331, 2.25863)
Ge (-0.02472, 0.76977, 0.47980)
C (-1.23784, 1.46208, -0.84771)
C (-1.49508, 2.83003, -0.75380)
C (-2.39529, 3.43329, -1.62179)
C (-3.04982, 2.67648, -2.58125)
C (-2.79272, 1.31676, -2.68693)
C (-1.88706, 0.71243, -1.82729)
C (1.79964, 1.26543, 0.11641)
C (2.46099, 1.97674, 1.08855)
C (3.79272, 2.41473, 0.89206)
C (4.43359, 2.12483, -0.27348)
C (3.79242, 1.38248, -1.29875)
C (4.46092, 1.07706, -2.51085)
C (3.83871, 0.36050, -3.48843)
C (2.51375, -0.09565, -3.29712)
C (1.85176, 0.18488, -2.13963)
C (2.46621, 0.93220, -1.10317)
H (-0.66951, 2.36645, 2.22745)
H (0.19154, 1.01732, 3.01756)
H (-1.49322, 0.81390, 2.50601)
H (-0.98746, 3.44141, -0.01439)
H (-2.58457, 4.49605, -1.54522)
H (-3.75503, 3.14888, -3.25227)
H (-3.29871, 0.72557, -3.43931)
H (-1.68792, -0.34534, -1.94231)
H (1.95979, 2.23991, 2.01352)
H (4.29458, 2.97527, 1.67000)
H (5.44931, 2.46578, -0.43789)
H (5.47968, 1.42174, -2.64501)
H (4.35039, 0.14710, -4.41760)
H (2.02405, -0.66469, -4.07658)
H (0.82891, -0.15890, -2.01873)

**Calculated total energy**: -392289.1336 eV
**Relative energy (zero: lowest compared OMol25 entry of this formula, charge and spin)**: 53.4 kJ/mol
**Net charge**: +1
**HOMO level (alpha / beta)**: -11.2 / -11.2 eV
**Multiplicity**: 2



Formula: C22H19Br12N3O2
Source: the OMol25 dataset
Level of theory: ωB97M-V with the def2-TZVPD basis set

CARTESIAN COORDINATES (ANGSTROEM)
C (-4.26711, -0.24773, 5.95162)
C (-3.69871, -0.35787, 4.64647)
C (-2.83086, -0.93752, 3.33943)
C (-1.16668, -1.01529, 3.48715)
C (-0.20953, -1.61290, 2.28747)
C (-0.97841, -2.12619, 0.91572)
C (-2.63379, -2.03125, 0.70404)
C (-3.56725, -1.43281, 1.92249)
C (-3.19213, -2.60197, -0.73933)
O (-4.34999, -3.24911, -0.90516)
C (-2.20205, -2.38912, -2.06589)
C (-2.76479, -2.11663, -3.59071)
C (-1.69289, -1.87142, -4.82046)
C (-0.07541, -1.89677, -4.55339)
C (0.53951, -2.18691, -3.04450)
C (2.17303, -2.16768, -2.89096)
C (2.57876, -0.61459, -2.45151)
N (4.04472, -0.45388, -2.08816)
N (1.75540, -0.12824, -1.24089)
N (2.25926, 0.25029, -3.68857)
C (-0.54572, -2.42593, -1.83914)
C (-0.04743, -2.71853, -0.29719)
O (1.07831, -3.37025, 0.04716)
H (-4.62654, -0.31247, 7.08823)
H (-0.62296, -0.63933, 4.46842)
H (0.96953, -1.69677, 2.41451)
H (-4.74944, -1.36473, 1.77134)
H (-3.91666, -2.09254, -3.80820)
H (-2.05460, -1.69025, -5.93680)
H (0.69467, -1.70784, -5.44337)
H (2.71614, -2.49632, -3.90091)
H (2.59550, -2.87038, -2.04890)
H (4.68303, -0.88658, -2.79457)
H (4.25501, -0.77424, -1.11624)
H (0.80943, 0.21674, -1.58286)
H (2.21822, 0.76248, -0.89061)
H (2.40317, -0.42074, -4.49060)
H (1.22292, 0.45613, -3.72126)
C (-1.52822, 2.07567, -4.33479)
Br (-0.39921, 2.83538, -5.72480)
Br (-0.95925, 0.28259, -3.83957)
Br (-1.65830, 3.24711, -2.78718)
H (-2.53581, 1.98697, -4.75422)
C (2.03348, 3.99139, -0.77067)
Br (2.23856, 5.91518, -0.56838)
Br (1.95439, 3.46456, -2.64159)
Br (3.40508, 3.01116, 0.19999)
H (1.07115, 3.72351, -0.32213)
C (7.53720, 2.64485, 1.26164)
Br (6.12726, 1.42087, 1.80744)
Br (6.81906, 4.32525, 0.59479)
Br (8.84026, 2.92602, 2.67843)
H (8.06745, 2.17092, 0.42902)
C (-5.65953, 1.82447, 10.00883)
Br (-4.07009, 1.64830, 11.11636)
Br (-5.80851, 3.60255, 9.23399)
Br (-5.75434, 0.43343, 8.65224)
H (-6.52429, 1.68892, 10.66673)

**Calculated total energy**: -872170.7877 eV
**HOMO level**: -8.3 eV



Formula: C4H10N2O
Source: the OMol25 dataset
Level of theory: ωB97M-V with the def2-TZVPD basis set

CARTESIAN COORDINATES (ANGSTROEM)
C (0.23306, -1.13413, 0.47487)
C (0.10849, 0.27040, -1.51407)
C (1.03328, -2.32062, -0.03825)
N (-2.26738, 2.47736, 1.14194)
C (-1.05350, 2.38349, 1.06515)
O (0.57265, 0.12576, -0.19298)
N (0.10117, 2.30222, 1.42160)
H (-2.78892, 3.30194, 0.90903)
H (0.80169, 1.77108, 0.93037)
H (0.42663, -0.98319, 1.53820)
H (-0.84381, -1.29521, 0.33111)
H (0.54952, -0.47475, -2.18185)
H (-0.98395, 0.18005, -1.54205)
H (0.42018, 1.25643, -1.85601)
H (0.79276, -3.20569, 0.54641)
H (0.79844, -2.52893, -1.08013)
H (2.09970, -2.12619, 0.04668)

**Calculated total energy**: -9336.4374 eV
**Relative energy (zero: lowest compared OMol25 entry of this formula, charge and spin)**: 246.0 kJ/mol
**HOMO level**: -9.7 eV



Among the records above, which one has the lowest calculated total energy? C22H19Br12N3O2



What is the formula in the first record? C30H19Br4ClGeO4Pd



Look up the calculated total energy of the second one. -872170.7877 eV



The lowest calculated total energy belongs to which entry? C22H19Br12N3O2